# 1
Here is a cluster of 19 separate species, C88H194N6O39 in total at a distorted geometry from OMol25. Energies are from ωB97M-V with the def2-TZVPD basis set.

* strongest force on any atom: 6.9 eV/A
* E_HOMO: -8.1 eV
* spin multiplicity: 1

Structure (XYZ):
```
327
Properties=species:S:1:pos:R:3:mulliken_charge:R:1
C -6.266 8.484 -2.817 -1.108
C -5.513 7.329 -2.147 -0.830
N -4.589 6.609 -3.054 0.740
C -5.249 5.971 -4.173 -0.878
C -4.392 4.925 -4.894 -0.834
C -3.421 7.425 -3.481 -0.006
C -2.541 7.945 -2.387 -1.332
H -6.791 9.124 -2.074 0.380
H -7.072 8.279 -3.553 0.292
H -5.637 9.228 -3.409 0.233
H -5.031 7.721 -1.251 0.404
H -6.173 6.597 -1.720 0.435
H -6.123 5.467 -3.729 0.460
H -5.533 6.725 -4.927 0.240
H -3.909 4.434 -4.064 -0.003
H -5.059 4.157 -5.299 0.464
H -3.718 5.339 -5.637 0.353
H -3.755 8.203 -4.173 0.394
H -2.840 6.791 -4.149 -0.128
H -1.716 8.393 -2.818 0.538
H -2.089 7.151 -1.755 0.021
H -3.093 8.637 -1.673 0.319
C -1.271 -2.728 -2.462 0.723
C -0.204 -2.908 -1.376 1.307
N 0.942 -3.737 -1.789 1.304
C 0.663 -5.041 -2.335 -0.269
C 0.049 -6.114 -1.413 -0.289
C 1.953 -3.679 -0.787 0.987
C 3.256 -4.430 -1.216 -1.872
H -2.018 -3.611 -2.554 -0.321
H -0.694 -2.645 -3.379 -0.135
H -1.897 -1.875 -2.290 -0.963
H 0.294 -1.965 -1.126 -0.497
H -0.608 -3.374 -0.436 -0.314
H -0.069 -5.007 -3.174 -0.721
H 1.613 -5.335 -2.786 0.761
H -0.339 -7.003 -2.003 0.285
H 0.736 -6.605 -0.659 -0.097
H -0.798 -5.752 -0.850 -0.397
H 1.541 -4.065 0.212 -0.334
H 2.252 -2.668 -0.633 -0.248
H 4.075 -4.176 -0.588 0.386
H 3.558 -4.218 -2.286 0.252
H 3.135 -5.478 -1.166 0.429
C -0.683 -2.171 6.354 -0.350
C -2.030 -2.765 6.351 -0.985
N -2.853 -2.407 5.132 1.824
C -3.069 -1.014 4.983 0.403
C -3.753 -0.678 3.639 -0.472
C -4.094 -3.190 5.029 0.555
C -5.157 -2.908 6.145 -1.758
H -0.136 -2.326 7.301 0.544
H -0.600 -1.068 6.264 0.269
H -0.026 -2.637 5.531 -0.433
H -1.885 -3.819 6.300 0.156
H -2.539 -2.520 7.352 0.218
H -3.788 -0.665 5.791 0.058
H -2.135 -0.398 5.069 -0.591
H -3.755 0.470 3.494 0.086
H -3.219 -1.166 2.828 -0.413
H -4.749 -1.111 3.565 0.441
H -3.828 -4.303 5.105 0.234
H -4.427 -2.993 3.980 -0.965
H -5.863 -3.747 6.274 0.365
H -5.766 -2.010 5.938 0.317
H -4.700 -2.724 7.096 0.415
C -1.055 2.956 -10.965 -1.278
C -1.854 2.532 -9.709 -0.331
N -1.256 3.184 -8.518 0.366
C -1.781 2.404 -7.358 -0.713
C -1.312 0.914 -7.257 -1.841
C -1.777 4.557 -8.365 -0.626
C -1.230 5.325 -7.189 -0.767
H -0.931 3.994 -11.160 0.365
H -1.626 2.496 -11.776 0.426
H -0.012 2.531 -10.926 0.213
H -2.891 2.789 -9.778 0.433
H -1.777 1.399 -9.553 0.223
H -2.876 2.406 -7.398 0.470
H -1.470 2.839 -6.412 0.020
H -0.337 0.765 -7.743 0.416
H -2.002 0.177 -7.685 0.973
H -1.280 0.552 -6.235 0.338
H -1.707 5.051 -9.353 0.424
H -2.867 4.485 -8.125 0.290
H -0.119 5.261 -7.086 0.267
H -1.509 6.366 -7.336 0.322
H -1.591 4.997 -6.205 -0.102
C 0.066 3.532 6.861 -1.111
C -0.301 4.160 5.506 -0.760
N -0.719 3.200 4.469 1.066
C -0.494 3.632 3.118 -0.367
C 0.984 3.663 2.640 -0.843
C -2.007 2.580 4.730 0.887
C -3.278 3.464 4.774 -1.523
H 0.313 4.329 7.583 0.463
H 0.967 2.943 6.640 0.122
H -0.772 2.900 7.239 0.291
H -1.074 4.933 5.631 0.287
H 0.577 4.690 5.250 0.476
H -0.961 2.832 2.515 -0.223
H -1.024 4.512 2.865 0.847
H 0.995 3.748 1.524 0.133
H 1.534 4.518 3.112 0.524
H 1.455 2.731 2.891 -0.223
H -1.989 2.143 5.760 0.189
H -2.086 1.750 4.067 -1.199
H -3.604 3.658 3.720 0.201
H -3.166 4.307 5.402 0.466
H -4.078 2.994 5.304 0.458
C 4.508 1.207 3.264 1.830
C 5.383 2.393 3.560 -0.959
N 5.714 3.392 2.540 1.203
C 4.659 4.413 2.358 0.276
C 4.824 5.191 1.016 -1.625
C 6.993 4.007 2.800 -0.672
C 8.250 3.083 2.736 -1.050
H 4.886 0.623 2.381 -0.926
H 3.466 1.557 2.997 -0.921
H 4.600 0.703 4.195 0.418
H 4.968 2.940 4.481 0.066
H 6.363 2.060 3.962 -0.112
H 3.731 3.811 2.287 -0.692
H 4.591 5.137 3.159 0.639
H 3.905 5.669 0.681 0.433
H 5.571 5.977 1.235 0.435
H 5.158 4.501 0.210 0.274
H 7.088 4.619 3.713 0.399
H 7.152 4.701 1.987 0.468
H 7.903 2.321 2.034 0.153
H 8.538 2.605 3.690 0.187
H 9.146 3.621 2.375 0.383
C -7.129 1.492 0.483 -1.371
C -6.018 1.510 -0.497 0.865
O -4.887 2.187 0.084 -0.214
C -4.065 2.748 -0.802 0.755
O -4.221 2.814 -1.932 -0.425
O -3.026 3.149 -0.006 -0.255
C -2.051 4.122 -0.560 -0.060
H -7.445 2.465 0.625 0.453
H -6.704 1.179 1.463 0.198
H -7.823 0.649 0.338 0.350
H -6.267 1.948 -1.507 0.115
H -5.603 0.543 -0.702 -0.480
H -1.153 3.651 -0.982 0.058
H -1.766 4.672 0.318 0.322
H -2.469 4.864 -1.321 -0.392
C -0.046 -7.997 2.140 -1.274
C 0.615 -6.704 2.648 0.417
O 0.428 -6.600 4.061 -0.479
C 0.603 -5.337 4.553 0.091
O 0.899 -4.306 3.998 0.754
O 0.185 -5.239 5.816 -0.075
C -0.666 -6.227 6.467 -0.826
H 0.261 -8.805 2.794 0.460
H 0.282 -8.219 1.097 0.342
H -1.131 -7.914 2.149 0.134
H 0.144 -5.872 2.042 -0.429
H 1.727 -6.707 2.527 0.438
H -0.131 -7.159 6.686 0.312
H -1.508 -6.492 5.804 0.254
H -1.035 -5.751 7.382 0.271
C 1.510 4.609 -1.565 -0.506
C 1.872 4.761 -3.063 0.433
O 1.001 5.702 -3.689 -0.102
C 1.361 6.592 -4.573 0.618
O 2.489 6.830 -4.959 -0.666
O 0.259 7.250 -4.972 0.008
C 0.462 8.316 -5.960 -0.923
H 2.350 4.751 -0.964 -0.162
H 1.205 3.594 -1.319 -0.110
H 0.783 5.327 -1.276 0.653
H 1.647 3.859 -3.599 -0.746
H 2.928 5.027 -3.190 0.616
H 1.443 8.062 -6.442 0.381
H 0.578 9.221 -5.374 0.275
H -0.378 8.206 -6.571 0.278
C 2.676 -1.753 -4.565 -1.551
C 1.897 -0.463 -4.470 1.300
O 2.367 0.357 -5.541 -0.603
C 1.856 1.559 -5.650 0.607
O 0.970 2.046 -4.969 0.183
O 2.456 2.171 -6.677 -0.516
C 2.124 3.503 -6.920 -0.342
H 2.299 -2.451 -3.784 -0.029
H 3.707 -1.409 -4.409 0.531
H 2.596 -2.254 -5.543 0.405
H 1.959 0.095 -3.523 0.134
H 0.772 -0.666 -4.585 -0.421
H 1.050 3.597 -6.739 -0.122
H 2.445 3.787 -7.923 0.309
H 2.625 4.137 -6.184 0.203
C 7.929 -1.488 -0.328 -1.301
C 7.498 -1.614 1.092 -0.090
O 6.092 -1.610 1.091 0.170
C 5.535 -2.136 2.229 0.207
O 6.215 -2.396 3.218 -0.684
O 4.211 -2.236 2.081 0.222
C 3.426 -2.772 3.187 -0.657
H 9.035 -1.472 -0.328 0.382
H 7.539 -0.573 -0.722 0.227
H 7.575 -2.271 -1.004 0.314
H 7.885 -0.761 1.702 0.131
H 7.898 -2.532 1.580 0.385
H 3.807 -3.754 3.559 0.410
H 2.464 -2.953 2.763 -0.210
H 3.553 -2.061 4.015 0.242
C -4.047 -6.404 -0.923 -0.356
C -4.057 -6.632 0.565 -0.534
O -3.051 -5.782 1.207 0.437
C -3.131 -5.694 2.543 -0.360
O -3.846 -6.379 3.212 -0.640
O -2.233 -4.879 3.068 0.284
C -1.839 -3.769 2.243 1.100
H -4.952 -6.850 -1.381 0.501
H -3.128 -6.734 -1.448 0.233
H -4.178 -5.310 -1.136 -0.311
H -3.792 -7.626 0.924 0.353
H -5.006 -6.292 0.999 0.026
H -2.575 -2.998 2.119 -0.821
H -1.625 -4.185 1.254 0.106
H -0.985 -3.373 2.816 -0.159
C -4.506 -5.106 -4.605 -0.651
C -5.205 -3.888 -4.875 -0.408
O -4.297 -2.749 -4.933 -0.172
C -4.864 -1.580 -4.761 0.199
O -6.047 -1.333 -4.629 -0.643
O -3.880 -0.616 -4.711 0.425
C -4.405 0.550 -4.178 -0.414
H -4.106 -5.079 -3.608 -0.111
H -3.691 -5.129 -5.303 0.120
H -5.157 -5.968 -4.747 0.494
H -6.037 -3.621 -4.226 0.422
H -5.643 -3.948 -5.878 0.361
H -4.474 0.432 -3.126 0.049
H -5.421 0.733 -4.584 0.581
H -3.833 1.507 -4.364 -0.198
C -6.915 -4.694 3.246 -1.109
C -6.669 -3.388 2.576 -0.049
O -5.738 -3.642 1.528 -0.273
C -5.605 -2.599 0.745 0.535
O -6.140 -1.533 0.896 -0.578
O -4.794 -2.946 -0.267 0.089
C -4.538 -1.870 -1.157 0.307
H -5.957 -5.044 3.742 0.057
H -7.251 -5.512 2.571 0.299
H -7.642 -4.548 4.042 0.450
H -6.353 -2.588 3.257 0.109
H -7.544 -3.004 2.062 0.482
H -3.638 -1.330 -0.849 0.342
H -5.372 -1.156 -1.174 0.381
H -4.386 -2.299 -2.143 -0.771
C 3.482 1.209 7.954 -0.400
C 2.285 0.195 8.199 -0.645
O 2.263 -0.760 7.059 0.371
C 2.749 -1.962 7.396 -0.222
O 3.203 -2.297 8.514 -0.621
O 2.722 -2.692 6.280 0.788
C 3.334 -3.996 6.430 -0.796
H 4.229 0.621 7.367 -0.219
H 4.016 1.378 8.954 0.306
H 3.217 2.122 7.394 0.229
H 1.305 0.713 8.206 0.259
H 2.391 -0.414 9.118 0.452
H 2.871 -4.697 5.701 -0.131
H 3.257 -4.438 7.402 0.599
H 4.428 -3.951 6.313 0.175
C -0.519 -2.640 -7.038 -1.109
C -1.075 -3.896 -6.416 0.694
O 0.060 -4.874 -6.225 -0.339
C -0.225 -6.061 -5.658 0.763
O -1.306 -6.580 -5.447 -0.594
O 1.042 -6.642 -5.509 -0.331
C 1.012 -7.980 -4.943 -0.518
H -1.172 -1.754 -7.088 -0.060
H -0.131 -2.708 -8.010 0.537
H 0.231 -2.250 -6.314 0.036
H -1.746 -4.303 -7.114 0.611
H -1.534 -3.737 -5.424 -0.396
H 0.440 -8.013 -3.918 0.145
H 2.032 -8.188 -4.845 0.251
H 0.620 -8.655 -5.685 0.342
C 0.871 -0.148 2.780 1.735
C -0.316 -0.330 1.934 1.083
O -0.225 0.664 0.859 0.066
C -0.933 0.495 -0.249 -0.378
O -1.884 -0.249 -0.342 -0.362
O -0.426 1.251 -1.276 1.352
C -1.151 1.171 -2.478 -0.078
H 1.844 -0.280 2.197 -0.845
H 0.948 -0.828 3.734 -0.537
H 0.856 0.854 3.203 -0.863
H -1.236 -0.129 2.534 -0.556
H -0.435 -1.326 1.486 -0.580
H -0.434 1.228 -3.293 -0.157
H -1.874 1.949 -2.638 -0.037
H -1.645 0.218 -2.549 -0.641
C 3.425 0.304 -0.076 1.247
C 4.582 1.222 -0.416 -0.246
O 4.215 2.112 -1.503 0.163
C 5.000 2.112 -2.551 0.560
O 6.060 1.542 -2.691 -0.634
O 4.403 2.964 -3.457 0.195
C 5.106 3.043 -4.754 -0.860
H 3.756 -0.556 0.503 -0.680
H 3.082 -0.130 -1.027 -0.268
H 2.572 0.797 0.433 -0.063
H 5.371 0.578 -0.838 0.062
H 4.937 1.900 0.425 -0.409
H 4.554 2.500 -5.528 0.223
H 6.134 2.681 -4.594 0.445
H 5.200 4.110 -4.948 0.222
C 8.447 -1.390 5.552 -1.227
C 7.626 -0.201 5.756 0.781
O 7.382 0.103 7.174 -0.403
C 6.656 -0.728 7.895 0.716
O 5.834 -1.526 7.516 -0.522
O 6.876 -0.521 9.253 -0.401
C 6.393 -1.580 10.098 -0.469
H 8.264 -1.681 4.515 0.174
H 8.080 -2.233 6.118 0.324
H 9.473 -1.284 5.806 0.443
H 6.664 -0.414 5.354 -0.176
H 8.067 0.706 5.313 0.098
H 5.346 -1.650 9.867 0.155
H 6.551 -1.189 11.063 0.263
H 7.002 -2.528 9.916 0.228
```

# 2
Here is an isolated molecule of C8H10 at a distorted geometry from OMol25. Energies are from ωB97M-V with the def2-TZVPD basis set.

* strongest force on any atom: 4.6 eV/A
* energy relative to the best compared isomer or geometry (same formula, charge and spin): 6.257 eV
* E_HOMO: -8.6 eV
* spin multiplicity: 1

Structure (XYZ):
```
18
Properties=species:S:1:pos:R:3:nbo_charge:R:1
C 2.029 0.890 -0.539 -0.084
C -0.077 0.831 -0.200 0.177
C 1.975 -0.462 -0.387 -0.022
C -0.350 -0.457 -0.237 -0.084
C 3.069 0.082 0.368 -0.412
C 0.837 -1.395 -0.272 -0.472
C -0.789 2.107 -0.135 -0.706
C -1.744 -1.020 -0.174 -0.638
H 4.057 0.214 -0.054 0.215
H 3.070 -0.007 1.455 0.188
H 0.792 -2.092 -1.115 0.239
H 0.880 -1.986 0.649 0.230
H -0.094 2.926 0.036 0.253
H -1.508 2.087 0.688 0.225
H -1.326 2.302 -1.066 0.229
H -1.755 -2.036 -0.562 0.219
H -2.433 -0.412 -0.756 0.221
H -2.099 -1.044 0.857 0.222
```

# 3
Here is a structure of composition C8H10 at a distorted geometry from OMol25. Energies are from ωB97M-V with the def2-TZVPD basis set.

* strongest force on any atom: 8.2 eV/A
* energy relative to the best compared isomer or geometry (same formula, charge and spin): 8.826 eV
* E_HOMO: -7.2 eV
* spin multiplicity: 1

Structure (XYZ):
```
18
Properties=species:S:1:pos:R:3:nbo_charge:R:1
C 0.199 0.440 -1.270 -0.413
C -0.113 -0.746 -1.840 -0.507
C -0.125 1.512 0.561 -0.183
C 1.094 0.902 0.346 -0.231
C 1.119 -0.500 0.504 -0.170
C 0.097 -1.385 0.766 -0.236
C -1.055 -0.601 0.969 -0.170
C -1.122 0.763 0.965 -0.313
H -0.707 0.897 -0.666 0.253
H 1.139 0.975 -1.443 0.209
H -1.004 -1.369 -1.642 0.198
H 0.653 -1.364 -2.333 0.180
H -0.386 2.531 0.628 0.243
H 1.928 1.407 -0.015 0.227
H 1.938 -1.076 0.157 0.214
H 0.278 -2.511 1.173 0.253
H -1.953 -1.026 1.535 0.210
H -1.979 1.151 1.604 0.235
```

# 4
Here is a structure of composition C8H10 at a distorted geometry from OMol25. Energies are from ωB97M-V with the def2-TZVPD basis set.

* strongest force on any atom: 6.0 eV/A
* energy relative to the best compared isomer or geometry (same formula, charge and spin): 4.971 eV
* E_HOMO: -8.6 eV
* spin multiplicity: 1

Structure (XYZ):
```
18
Properties=species:S:1:pos:R:3:nbo_charge:R:1
C -1.487 0.864 -0.173 -0.421
C 0.080 1.143 -0.158 -0.197
C 0.634 0.403 1.041 -0.245
C 1.739 -0.048 0.008 -0.367
C 0.709 -0.112 -1.020 -0.267
C -0.276 -1.126 -0.614 -0.236
C -1.419 -0.553 0.164 -0.232
C -0.232 -0.836 1.032 -0.228
H -1.872 1.112 -1.065 0.209
H -2.070 1.563 0.368 0.216
H 0.477 2.114 -0.097 0.222
H 0.954 0.872 2.001 0.224
H 2.300 0.854 -0.271 0.207
H 2.198 -1.146 0.156 0.194
H 0.571 -0.121 -2.093 0.232
H 0.184 -2.111 -1.099 0.244
H -2.166 -1.337 0.117 0.237
H -0.325 -1.535 1.703 0.210
```

# 5
Here is a cluster of 2 separate species, C8H10 in total at a distorted geometry from OMol25. Energies are from ωB97M-V with the def2-TZVPD basis set.

* strongest force on any atom: 5.4 eV/A
* energy relative to the best compared isomer or geometry (same formula, charge and spin): 2.287 eV
* E_HOMO: -9.3 eV
* SMILES string: c1ccccc1.C=C
* spin multiplicity: 1

Structure (XYZ):
```
18
Properties=species:S:1:pos:R:3:nbo_charge:R:1
C 0.011 0.705 0.449 -0.224
C -0.005 -0.685 0.527 -0.231
C -1.140 -1.363 0.112 -0.222
C -2.308 -0.703 -0.236 -0.210
C -2.305 0.705 -0.278 -0.219
C -1.148 1.417 -0.029 -0.212
H 0.839 1.318 0.798 0.223
H 0.860 -1.223 0.967 0.231
H -1.184 -2.466 0.122 0.213
H -3.199 -1.331 -0.600 0.220
H -3.251 1.206 -0.448 0.213
H -1.159 2.524 -0.077 0.218
C 2.905 -0.684 -0.330 -0.403
C 3.193 0.613 -0.109 -0.398
H 1.901 -0.968 -0.619 0.205
H 3.720 -1.349 -0.535 0.190
H 2.158 1.150 -0.336 0.198
H 4.097 1.113 0.086 0.206
```

# 6
Here is a structure of composition C8H10AlFNO2S at a distorted geometry from OMol25. Energies are from ωB97M-V with the def2-TZVPD basis set.

* strongest force on any atom: 4.1 eV/A
* charge: +3
* E_HOMO: -20.5 eV
* spin multiplicity: 1

Structure (XYZ):
```
24
Properties=species:S:1:pos:R:3:mulliken_charge:R:1
C -1.253 2.450 -1.512 -1.015
C -1.193 1.000 -0.964 0.582
C -1.971 -0.169 -1.529 -0.783
C -1.760 -1.480 -0.893 0.095
C -0.783 -1.724 0.306 -0.446
C -0.043 -0.559 0.852 0.469
C 0.995 -0.674 2.053 -1.087
N 2.327 -1.049 1.562 -0.243
S 2.940 0.152 0.552 1.147
O 2.336 0.073 -0.805 -0.442
O 2.716 1.489 1.078 -0.491
F 4.523 -0.128 0.350 -0.141
C -0.228 0.779 0.265 0.141
H -2.006 2.562 -2.340 0.416
H -0.218 2.624 -1.986 0.424
H -1.392 3.166 -0.649 0.411
H -2.681 -0.042 -2.385 0.331
H -2.324 -2.403 -1.308 0.353
H -0.636 -2.754 0.730 0.527
H 0.971 0.268 2.680 0.443
H 0.625 -1.541 2.687 0.521
H 2.978 -1.344 2.303 0.376
H 0.342 1.656 0.703 0.460
Al -4.265 -2.349 -1.750 0.951
```